DFT (ωB97M-V/def2-TZVPD) results for 10 unconnected molecules or ions with the total composition C36H52O30 in a non-equilibrium geometry.

Each line ends with the Mulliken spin population.
Positions of all 118 atoms, in Å:
C (-3.8891, 2.8312, 0.1863)  0.0000
C (-5.3868, 2.8559, -0.2361)  0.0000
O (-5.3430, 2.2725, -1.5118)  0.0000
C (-4.3023, 1.4633, -1.6454)  0.0000
O (-4.2592, 0.5607, -2.4571)  0.0000
O (-3.4088, 1.8093, -0.6810)  0.0000
H (-3.7369, 2.4571, 1.1987)  0.0000
H (-3.5327, 3.8446, 0.0018)  0.0000
H (-5.7140, 3.8945, -0.2849)  0.0000
H (-6.0615, 2.3455, 0.4511)  0.0000
C (0.6780, -4.1484, -1.4187)  0.0000
C (1.2519, -5.2364, -2.2644)  0.0000
O (0.1812, -6.0706, -2.5585)  0.0000
C (-0.7861, -5.8691, -1.6736)  0.0000
O (-1.8141, -6.3999, -1.6805)  0.0000
O (-0.4751, -4.7157, -0.9454)  0.0000
H (0.6531, -3.2041, -1.9625)  0.0000
H (1.3348, -4.0901, -0.5508)  0.0000
H (2.0741, -5.8056, -1.8306)  0.0000
H (1.7455, -4.9097, -3.1797)  0.0000
C (0.6307, 0.7736, 1.2409)  0.0002
C (-0.5159, 0.1537, 0.5196)  0.0001
O (0.2049, -0.7959, -0.1824)  0.0000
C (1.5469, -0.8547, 0.0688)  0.0006
O (2.2879, -1.6190, -0.4316)  0.0006
O (1.7875, 0.1061, 0.9073)  -0.0008
H (0.4393, 0.8461, 2.3115)  0.0000
H (0.6432, 1.8079, 0.8973)  -0.0002
H (-0.9271, 0.9071, -0.1522)  0.0000
H (-1.3172, -0.3245, 1.0830)  0.0000
C (0.3161, -4.1600, 3.4181)  0.0000
C (1.0242, -2.8592, 3.3467)  0.0000
O (0.1144, -2.0168, 4.1013)  0.0000
C (-1.1599, -2.5748, 4.0480)  0.0000
O (-2.2145, -1.9365, 4.0491)  0.0000
O (-0.9726, -3.7976, 3.6809)  0.0000
H (0.6735, -4.7379, 4.2703)  0.0000
H (0.4355, -4.7502, 2.5095)  0.0000
H (1.1827, -2.7633, 2.2726)  0.0000
H (2.0401, -2.8468, 3.7415)  0.0000
C (2.0168, 3.0832, 3.5361)  0.0000
C (2.4113, 4.1653, 4.5435)  0.0000
C (3.7124, 4.7986, 4.0397)  0.0000
O (3.4228, 6.2151, 3.8512)  0.0000
C (2.1922, 6.4734, 4.2386)  0.0000
O (1.6799, 7.5791, 4.3691)  0.0000
O (1.5571, 5.2983, 4.5464)  0.0000
H (1.9212, 3.5504, 2.5560)  0.0000
H (1.0795, 2.5459, 3.6811)  0.0000
H (2.8041, 2.3474, 3.3721)  0.0001
H (2.4748, 3.9010, 5.5991)  0.0000
H (4.0317, 4.4021, 3.0759)  0.0000
H (4.5647, 4.7521, 4.7175)  0.0000
C (-3.1181, -2.2395, 0.4919)  -0.0002
C (-3.9622, -3.5018, 0.7275)  0.0002
C (-3.2487, -4.7283, 1.0404)  0.0000
O (-4.1829, -5.3411, 1.9102)  0.0000
C (-5.1686, -4.5208, 2.1926)  0.0000
O (-6.0103, -4.7193, 3.0010)  0.0000
O (-4.8539, -3.3385, 1.7587)  0.0000
H (-2.7784, -1.7315, 1.3945)  -0.0001
H (-3.7557, -1.5861, -0.1036)  0.0000
H (-2.3546, -2.4945, -0.2430)  0.0001
H (-4.5595, -3.7302, -0.1551)  0.0000
H (-2.2405, -4.6829, 1.4523)  0.0000
H (-3.1294, -5.3640, 0.1631)  0.0000
C (0.8168, 1.7777, -2.7113)  0.0001
C (1.7242, 0.6160, -3.1234)  0.0006
C (1.5768, 0.1450, -4.4852)  -0.0002
O (2.9289, -0.1091, -4.8391)  0.0000
C (3.7756, 0.5464, -4.0679)  -0.0001
O (5.0395, 0.5505, -4.2110)  0.0009
O (2.9795, 1.1974, -3.1220)  0.0001
H (0.8589, 2.4920, -3.5336)  0.0000
H (1.0266, 2.2034, -1.7300)  0.0000
H (-0.2429, 1.5554, -2.5864)  0.0000
H (1.5424, -0.2747, -2.5220)  -0.0008
H (1.1391, 0.8560, -5.1860)  0.0000
H (0.9741, -0.7600, -4.5616)  0.0001
C (0.1164, 4.5961, 0.5766)  0.0000
C (-0.8914, 5.7073, 0.1408)  0.0000
C (-0.5759, 7.0845, 0.7546)  0.0000
O (-0.5512, 7.9414, -0.3342)  0.0000
C (-0.8199, 7.2845, -1.4925)  0.0000
O (-0.8451, 7.7556, -2.5908)  0.0000
O (-0.9848, 5.9954, -1.2514)  0.0000
H (1.0664, 4.8652, 0.1148)  0.0000
H (-0.1260, 3.5902, 0.2338)  0.0000
H (0.2981, 4.5181, 1.6485)  0.0000
H (-1.8912, 5.3709, 0.4151)  0.0000
H (0.3612, 7.1120, 1.3106)  0.0000
H (-1.3439, 7.4855, 1.4160)  0.0000
C (-4.9605, -2.9878, -3.4786)  0.0000
C (-3.4816, -3.3157, -3.0681)  0.0000
C (-2.5950, -3.9450, -4.0800)  0.0000
O (-1.4650, -3.0833, -4.1870)  0.0000
C (-1.5961, -2.0629, -3.1959)  0.0000
O (-0.7160, -1.2094, -2.9786)  0.0001
O (-2.8392, -2.1195, -2.6976)  0.0000
H (-5.5528, -3.9027, -3.4673)  0.0000
H (-5.1056, -2.5836, -4.4804)  0.0000
H (-5.4665, -2.2860, -2.8156)  0.0000
H (-3.2757, -4.0323, -2.2729)  0.0000
H (-3.0661, -3.9496, -5.0629)  0.0000
H (-2.4411, -4.9974, -3.8412)  0.0000
C (5.2586, -0.1082, 2.1270)  0.0075
C (5.5664, -0.7703, 0.6974)  0.0052
C (5.1514, 0.0288, -0.5326)  0.0069
O (6.3068, 0.1705, -1.2373)  0.0246
C (7.2482, -0.3171, -0.5875)  -0.0174
O (8.3875, -0.3437, -1.0293)  0.9264
O (6.9207, -0.8983, 0.5808)  0.0412
H (4.1979, 0.1097, 2.2522)  0.0028
H (5.6317, 0.9109, 2.2286)  -0.0002
H (5.7448, -0.5191, 3.0118)  -0.0006
H (5.1127, -1.7577, 0.6118)  0.0002
H (4.6840, 0.9146, -0.1023)  0.0001
H (4.4639, -0.6232, -1.0714)  0.0021

The value obtained for the orbital gap (spin up / spin down) is 8.4 / 2.1 eV. Its net charge is +1. Its spin multiplicity is 2. Its HOMO energy (spin up / spin down) is -12.014 / -12.014 eV.

***

DFT (ωB97M-V/def2-TZVPD) results for 15 unconnected molecules or ions with the total composition C4H28BO22 in a non-equilibrium geometry.

Each line ends with the natural charge from an NBO analysis.
Positions of all 55 atoms, in Å:
O (-16.7131, 38.0473, 1.6780)  -0.5927
C (-15.5885, 37.7520, 2.0619)  0.7125
O (-15.2319, 36.7276, 2.8657)  -0.6632
B (-13.7820, 36.7299, 3.1694)  1.1821
O (-13.2915, 37.7809, 2.3356)  -0.6587
C (-14.2824, 38.5200, 1.8034)  0.7130
O (-14.2196, 39.6211, 1.2311)  -0.5543
O (-13.1970, 35.4328, 2.8096)  -0.6829
C (-12.6092, 34.7969, 3.8531)  0.7173
O (-12.0675, 33.6895, 3.8960)  -0.5915
C (-12.8019, 35.6907, 5.0787)  0.6979
O (-13.4013, 36.8184, 4.6312)  -0.6643
O (-12.4945, 35.4180, 6.2509)  -0.5457
O (-19.4711, 38.5751, 1.9958)  -0.9534
H (-19.5143, 38.0418, 1.2021)  0.4674
H (-18.5532, 38.5325, 2.2638)  0.4837
O (-13.0981, 35.6830, 9.0270)  -0.9596
H (-13.1547, 34.7311, 9.1109)  0.4586
H (-12.8598, 35.8295, 8.1116)  0.4942
O (-13.9787, 32.9525, 0.5121)  -0.9404
H (-13.4391, 33.2051, 1.2614)  0.4761
H (-14.1830, 33.7788, 0.0742)  0.4645
O (-15.1514, 32.6841, 4.1967)  -0.9529
H (-15.2798, 31.7596, 3.9842)  0.4792
H (-14.2010, 32.7937, 4.2268)  0.4835
O (-15.7849, 38.2077, 6.0052)  -0.9241
H (-15.0663, 38.7006, 5.6091)  0.4647
H (-16.5224, 38.3377, 5.4089)  0.4625
O (-16.9066, 34.7555, 3.2802)  -0.9874
H (-16.3615, 34.0316, 3.5888)  0.4844
H (-16.3129, 35.5056, 3.2467)  0.4714
O (-12.1078, 40.8053, 0.3658)  -0.9787
H (-12.0767, 41.7129, 0.6684)  0.4681
H (-12.9611, 40.4842, 0.6575)  0.4833
O (-10.2735, 35.3351, 1.5412)  -0.9543
H (-9.8110, 35.3779, 0.7042)  0.4858
H (-11.1591, 35.6389, 1.3418)  0.4871
O (-14.5134, 42.4220, 3.3536)  -0.9392
H (-15.0140, 41.8490, 2.7729)  0.4724
H (-14.8441, 43.3007, 3.1671)  0.4671
O (-16.4829, 40.9050, 0.6536)  -0.9681
H (-16.4897, 40.0665, 1.1151)  0.4999
H (-17.4077, 41.1175, 0.5281)  0.4756
O (-9.5035, 35.3698, 4.0470)  -0.9540
H (-8.6943, 34.9097, 3.8237)  0.4568
H (-10.0565, 35.2727, 3.2717)  0.4789
O (-11.4149, 39.2986, 4.3366)  -0.9317
H (-12.0861, 39.7097, 4.8814)  0.4619
H (-11.8702, 38.5817, 3.8950)  0.4699
O (-9.9654, 31.9523, 3.6893)  -0.9539
H (-10.5558, 32.7053, 3.7157)  0.4933
H (-9.1701, 32.2854, 3.2735)  0.4525
O (-14.3520, 42.5989, 0.1605)  -0.9677
H (-14.4089, 42.7429, -0.7841)  0.4617
H (-15.1745, 42.1649, 0.3870)  0.4910

The value obtained for the orbital gap is 9.0 eV. Its net charge is -1. As for the energy relative to the best compared isomer or geometry (same formula, charge and spin): 1.887 eV. Its HOMO energy is -7.847 eV.

***

DFT (ωB97M-V/def2-TZVPD) results for a gas-phase ion, C4H3NOS2 (charge -2) in a non-equilibrium geometry.

Each line ends with the natural charge from an NBO analysis.
Positions of all 11 atoms, in Å:
C (-0.7760, -1.2134, 0.0505)  -0.3820
C (0.6384, -1.3416, -0.0290)  -0.3721
C (-0.9795, 0.1058, 0.1144)  -0.0538
C (1.2024, -0.1102, 0.0604)  0.0041
N (0.2469, 0.8075, 0.1604)  -0.1011
O (0.2523, 2.2417, 0.0502)  -0.5734
S (-2.4592, 0.9660, 0.0510)  -0.6703
S (2.9407, 0.3448, 0.0754)  -0.7088
H (-1.5427, -1.9990, -0.1357)  0.1887
H (1.1851, -2.3714, -0.3341)  0.1759
H (-0.7082, 2.5697, -0.0635)  0.4928

The value obtained for the orbital gap is 4.2 eV. Its net charge is -2. Its HOMO energy is 1.623 eV.

***

DFT (ωB97M-V/def2-TZVPD) results for a molecular structure, C10H14Cl4F3N2O in a non-equilibrium geometry.

Each line ends with the natural charge from an NBO analysis.
Positions of all 34 atoms, in Å:
F (0.6990, 5.4285, 2.6537)  -0.3117
C (0.4984, 4.0176, 2.6860)  1.1637
F (0.1309, 3.6504, 4.0042)  -0.3016
F (-0.6151, 3.7434, 1.8688)  -0.3269
O (1.7117, 3.4326, 2.2555)  -0.4682
C (1.5157, 2.4771, 1.2019)  0.0730
N (1.3817, 3.1357, -0.1700)  -0.1310
C (0.8023, 2.2764, -1.1434)  0.0570
C (0.6002, 2.9050, -2.5722)  -0.1720
C (1.0856, 4.3671, -2.6359)  -0.1502
C (1.7165, 5.0683, -1.4157)  0.0304
N (1.8320, 4.3718, -0.2037)  -0.1391
H (0.6922, 1.7150, 1.3864)  0.2330
H (2.4972, 1.8724, 1.1347)  0.2374
H (0.4537, 1.1756, -0.9069)  0.2560
H (0.1379, 2.3156, -3.4245)  0.2862
H (1.0162, 4.9594, -3.6123)  0.2688
H (2.0662, 6.1572, -1.4923)  0.2737
Cl (-0.5220, -0.1950, -1.2853)  -0.0353
C (-1.5961, -1.3121, -0.3956)  -0.3664
C (-2.0342, -2.4828, -1.2502)  -0.4049
Cl (-3.1320, -1.9827, -2.5603)  -0.0458
H (-2.4496, -0.7406, -0.0279)  0.2384
H (-1.0325, -1.6736, 0.4668)  0.2352
H (-2.5791, -3.2036, -0.6383)  0.2534
H (-1.1823, -2.9926, -1.6989)  0.2382
Cl (-2.3975, -5.3943, 1.4710)  -0.0650
C (-1.0290, -6.5092, 1.2302)  -0.3899
C (0.2405, -5.7795, 0.8412)  -0.3839
Cl (0.1338, -5.0712, -0.7908)  -0.0726
H (-1.3176, -7.2429, 0.4760)  0.2326
H (-0.8785, -7.0345, 2.1754)  0.2335
H (1.0802, -6.4765, 0.8287)  0.2337
H (0.4735, -4.9779, 1.5437)  0.2204

The value obtained for the orbital gap is 8.1 eV. Its net charge is +1. As for the energy relative to the best compared isomer or geometry (same formula, charge and spin): 0.000 eV. Its HOMO energy is -12.989 eV.

***

DFT (ωB97M-V/def2-TZVPD) results for 2 unconnected molecules or ions with the total composition C4H4IN in a non-equilibrium geometry.

Each line ends with the natural charge from an NBO analysis.
Positions of all 10 atoms, in Å:
C (-1.1807, 1.6401, -0.1362)  0.1545
C (0.8173, -0.8617, 0.0429)  -0.0491
C (1.8798, -0.6664, 0.7789)  -0.5016
C (-1.4659, 0.4409, -0.7555)  -0.3836
N (-0.9156, 2.6493, 0.3290)  -0.2794
I (-2.8955, -0.9585, 0.0477)  0.2085
H (-1.3318, 0.5947, -1.7732)  0.2152
H (0.3586, -1.5980, -0.6963)  0.2055
H (2.1626, 0.1636, 1.2827)  0.2184
H (2.5710, -1.4040, 0.8800)  0.2116

The value obtained for the orbital gap (spin up / spin down) is 8.7 / 7.6 eV. As for the energy relative to the best compared isomer or geometry (same formula, charge and spin): 5.281 eV. Its HOMO energy (spin up / spin down) is -9.072 / -8.980 eV.

***

DFT (ωB97M-V/def2-TZVPD) results for a molecular structure, C6H14BF2LiN4O2.

Each line ends with the natural charge from an NBO analysis.
Positions of all 30 atoms, in Å:
Li (-0.6362, -0.1491, -0.2816)  0.6219
N (1.9729, -0.7017, -0.9454)  -0.8278
C (1.9467, -1.6956, 0.1261)  -0.1570
C (2.6812, -3.0112, -0.1222)  -0.4110
C (2.2467, -4.2149, 0.7303)  -0.4157
C (1.9950, -4.0253, 2.2396)  -0.2335
N (2.9403, -3.1874, 2.9662)  -0.6145
C (2.5454, -2.1343, 3.7422)  0.6264
N (1.3612, -1.6228, 3.6465)  -0.8614
N (3.4909, -1.6970, 4.6367)  -0.8184
C (0.4558, -1.8495, 0.3648)  0.7454
O (-0.3053, -2.2122, -0.5073)  -0.6161
O (-0.0189, -1.3325, 1.4904)  -0.7015
H (1.5970, -1.0847, -1.8066)  0.3822
H (2.9036, -0.3494, -1.1239)  0.3758
H (2.3609, -1.2159, 1.0049)  0.1994
H (3.7435, -2.8086, 0.0314)  0.2074
H (2.5591, -3.2871, -1.1719)  0.2244
H (2.9924, -5.0006, 0.5901)  0.2100
H (1.3132, -4.6130, 0.3231)  0.2261
H (1.9766, -5.0146, 2.7019)  0.2039
H (1.0146, -3.5979, 2.4212)  0.2352
H (3.8324, -3.5946, 3.1854)  0.3877
H (0.7229, -1.1839, 2.1695)  0.5214
H (1.2171, -0.8791, 4.3193)  0.3628
H (4.4437, -1.9981, 4.5341)  0.3883
H (3.3710, -0.7763, 5.0198)  0.3993
F (-2.2008, 2.5645, -1.3735)  -0.5645
B (-1.4212, 1.4582, -1.4181)  0.4877
F (-0.8993, 1.3376, -2.6902)  -0.5839

The value obtained for the orbital gap is 6.4 eV. As for the energy relative to the best compared isomer or geometry (same formula, charge and spin): 0.904 eV. Its HOMO energy is -6.528 eV.

***

DFT (ωB97M-V/def2-TZVPD) results for C5H9N3O in the gas phase in a non-equilibrium geometry.

Each line ends with the natural charge from an NBO analysis.
Positions of all 18 atoms, in Å:
C (2.1401, 1.0971, 0.1640)  -0.3948
C (-0.2190, 1.7976, -0.0704)  -0.0905
C (-1.4421, 1.3256, 0.1543)  -0.0785
C (-2.4616, -1.0229, -0.0076)  -0.3981
C (-0.0252, -0.3855, -0.1673)  0.5027
H (2.3879, 2.1770, -0.0375)  0.1996
H (2.1612, 0.9156, 1.2964)  0.2054
H (2.8326, 0.4833, -0.3962)  0.2327
H (0.2060, 2.7715, -0.0831)  0.2091
H (-2.3773, 1.7909, 0.1187)  0.2179
H (-3.2837, -0.2049, 0.3128)  0.1994
H (-2.6347, -1.5456, -1.0394)  0.2191
H (-2.3863, -1.7230, 0.8594)  0.2195
H (2.0828, -2.5978, 0.0171)  0.4802
N (0.7326, 0.7934, -0.3725)  -0.4109
N (-1.3814, -0.0572, 0.0901)  -0.4029
N (0.4009, -1.5981, 0.0111)  -0.2899
O (1.8492, -1.6131, 0.0516)  -0.6201

The value obtained for the orbital gap is 8.0 eV. As for the energy relative to the best compared isomer or geometry (same formula, charge and spin): 4.128 eV. Its HOMO energy is -7.016 eV.